[1]
{"formula": "C7H10", "method": "ωB97M-V/def2-TZVPD", "fmax_ev_per_a": 4.13, "homo_lumo_gap_ev": 9.964, "relative_energy_kj_mol": 536.7, "energy_ev": -7415.473, "species": ["C", "C", "C", "C", "C", "C", "C", "H", "H", "H", "H", "H", "H", "H", "H", "H", "H"], "coordinates": [[1.46, -0.60, -0.15], [0.82, 0.74, 0.28], [0.03, 1.01, -0.95], [-0.95, -0.24, -0.76], [-1.61, 0.08, 0.64], [-0.20, -0.15, 1.18], [0.06, -1.17, 0.03], [1.93, -0.61, -1.14], [2.14, -0.99, 0.62], [1.54, 1.63, 0.14], [1.31, 1.51, -1.35], [-0.40, 1.92, -1.32], [-1.61, -0.59, -1.56], [-2.10, 1.04, 0.82], [-2.30, -0.73, 0.96], [0.05, -0.37, 2.22], [-0.15, -2.24, 0.13]], "nbo_charge": [-0.40, -0.27, -0.35, -0.23, -0.40, -0.21, -0.23, 0.20, 0.21, 0.23, 0.16, 0.22, 0.22, 0.20, 0.22, 0.22, 0.22]}

[2]
{"formula": "C11H22N6O4", "method": "ωB97M-V/def2-TZVPD", "fmax_ev_per_a": 5.43, "homo_lumo_gap_ev": 9.902, "relative_energy_kj_mol": 451.3, "smiles": "[H]/N=C(/N)NCCC[C@H](NC(=O)[C@@H](N)CCC(N)=O)C(=O)O", "energy_ev": -28892.462, "species": ["H", "N", "C", "N", "N", "C", "C", "C", "C", "N", "C", "O", "C", "N", "C", "C", "C", "N", "O", "C", "O", "O", "H", "H", "H", "H", "H", "H", "H", "H", "H", "H", "H", "H", "H", "H", "H", "H", "H", "H", "H", "H", "H"], "coordinates": [[3.04, -1.54, -2.39], [3.55, -0.70, -2.69], [4.29, -0.57, -1.61], [5.20, 0.64, -1.45], [4.42, -1.44, -0.59], [3.60, -1.03, 0.69], [2.14, -0.72, 0.53], [1.17, -2.10, 0.54], [-0.33, -1.72, 0.23], [-0.74, -0.96, 1.31], [-1.15, 0.37, 1.25], [-1.54, 0.93, 2.24], [-1.42, 1.01, -0.19], [-2.52, 0.20, -0.56], [-1.60, 2.56, -0.30], [-2.82, 3.15, 0.46], [-4.06, 2.36, 0.06], [-4.52, 1.53, 1.10], [-4.58, 2.40, -1.10], [-1.17, -3.03, -0.26], [-0.70, -4.02, -0.77], [-2.55, -2.88, -0.08], [6.12, 0.37, -1.05], [5.48, 0.86, -2.46], [5.40, -1.47, -0.19], [4.20, -0.26, 1.12], [3.70, -1.95, 1.44], [1.71, 0.06, 1.21], [2.15, -0.35, -0.57], [1.19, -2.45, 1.62], [1.63, -2.87, -0.24], [-0.39, -1.06, -0.63], [-1.29, -1.47, 2.02], [-0.44, 0.70, -0.71], [-3.03, 0.68, -1.29], [-3.26, 0.09, 0.13], [-2.01, 2.68, -1.33], [-0.65, 3.22, -0.17], [-3.05, 4.22, 0.23], [-2.57, 3.03, 1.53], [-5.55, 1.44, 1.14], [-4.37, 1.96, 2.00], [-2.69, -1.88, -0.19]], "nbo_charge": [0.34, -0.66, 0.56, -0.86, -0.68, -0.21, -0.45, -0.39, -0.18, -0.65, 0.70, -0.61, -0.13, -0.88, -0.41, -0.53, 0.69, -0.85, -0.62, 0.80, -0.54, -0.71, 0.35, 0.38, 0.38, 0.20, 0.20, 0.23, 0.22, 0.21, 0.24, 0.23, 0.41, 0.20, 0.39, 0.40, 0.23, 0.24, 0.25, 0.24, 0.39, 0.39, 0.50]}

[3]
{"formula": "C4H12NO", "method": "ωB97M-V/def2-TZVPD", "fmax_ev_per_a": 4.45, "homo_lumo_gap_ev": 10.290, "relative_energy_kj_mol": 278.9, "charge": 1, "energy_ev": -7871.400, "species": ["C", "C", "C", "C", "N", "H", "H", "H", "H", "H", "H", "H", "H", "H", "H", "H", "H", "O"], "coordinates": [[-1.19, 1.48, -0.66], [-0.61, 0.72, 0.52], [-0.35, -0.76, 0.07], [0.68, -0.97, 2.30], [0.62, -1.52, 1.15], [-1.03, 2.65, -0.70], [-0.87, 1.17, -1.71], [-2.37, 1.45, -0.70], [0.41, 1.06, 0.72], [-1.23, 0.87, 1.45], [-1.10, -1.47, 0.00], [0.22, -0.79, -0.84], [-0.08, -0.20, 2.70], [1.64, -1.21, 2.96], [1.11, -2.32, 0.69], [1.94, 0.55, -2.85], [0.82, -0.65, -2.82], [1.41, -0.06, -2.27]], "nbo_charge": [-0.65, -0.45, -0.18, 0.09, -0.43, 0.25, 0.24, 0.23, 0.22, 0.23, 0.22, 0.25, 0.26, 0.25, 0.47, 0.51, 0.49, -0.99]}

[4]
{"formula": "C21H29N3O2S", "method": "ωB97M-V/def2-TZVPD", "fmax_ev_per_a": 0.89, "homo_lumo_gap_ev": 8.592, "relative_energy_kj_mol": 322.1, "smiles": "O=C(NC1CC1)C1CCN(C2CCN(C(=O)/C=C/c3cccs3)CC2)CC1", "energy_ev": -41647.751, "species": ["O", "C", "N", "C", "C", "C", "C", "C", "C", "N", "C", "C", "C", "N", "C", "O", "C", "C", "C", "C", "C", "C", "S", "C", "C", "C", "C", "H", "H", "H", "H", "H", "H", "H", "H", "H", "H", "H", "H", "H", "H", "H", "H", "H", "H", "H", "H", "H", "H", "H", "H", "H", "H", "H", "H", "H"], "coordinates": [[4.44, 2.03, 1.20], [4.52, 1.17, 0.34], [5.68, 0.86, -0.29], [6.92, 1.49, 0.03], [8.18, 0.69, -0.01], [7.92, 1.74, -1.06], [3.33, 0.33, -0.12], [3.30, -0.97, 0.69], [2.06, -1.78, 0.32], [0.87, -1.01, 0.60], [-0.35, -1.78, 0.69], [-1.46, -1.00, 1.43], [-2.60, -0.57, 0.51], [-3.21, -1.73, -0.09], [-4.54, -1.96, -0.19], [-4.98, -3.04, -0.55], [-5.47, -0.84, 0.10], [-5.41, 0.37, -0.46], [-6.37, 1.41, -0.28], [-6.35, 2.66, -0.84], [-7.44, 3.46, -0.47], [-8.29, 2.82, 0.38], [-7.78, 1.22, 0.73], [-2.32, -2.82, -0.46], [-0.90, -2.31, -0.65], [0.83, 0.18, -0.23], [2.02, 1.08, 0.11], [5.69, 0.14, -0.99], [6.78, 2.23, 0.80], [8.94, 0.88, 0.74], [8.12, -0.35, -0.31], [8.49, 2.65, -1.03], [7.68, 1.41, -2.06], [3.44, 0.10, -1.19], [3.26, -0.72, 1.75], [4.20, -1.56, 0.50], [2.03, -2.69, 0.92], [2.12, -2.08, -0.75], [-0.10, -2.65, 1.31], [-1.87, -1.62, 2.22], [-1.01, -0.12, 1.90], [-2.23, 0.11, -0.27], [-3.35, -0.03, 1.09], [-6.33, -1.12, 0.70], [-4.58, 0.62, -1.12], [-5.57, 2.99, -1.50], [-7.59, 4.47, -0.81], [-9.20, 3.19, 0.82], [-2.71, -3.28, -1.37], [-2.34, -3.60, 0.33], [-0.27, -3.12, -1.02], [-0.91, -1.52, -1.40], [-0.09, 0.72, -0.04], [0.88, -0.08, -1.31], [1.97, 1.37, 1.15], [1.98, 1.98, -0.51]], "nbo_charge": [-0.63, 0.69, -0.61, -0.06, -0.43, -0.43, -0.31, -0.39, -0.21, -0.46, -0.02, -0.42, -0.22, -0.43, 0.64, -0.62, -0.26, -0.18, -0.25, -0.22, -0.26, -0.39, 0.44, -0.21, -0.44, -0.22, -0.39, 0.39, 0.25, 0.22, 0.21, 0.22, 0.21, 0.20, 0.22, 0.21, 0.20, 0.16, 0.20, 0.21, 0.23, 0.18, 0.23, 0.22, 0.21, 0.22, 0.23, 0.24, 0.23, 0.19, 0.22, 0.20, 0.20, 0.16, 0.23, 0.21]}

[5]
{"formula": "C4H6N2S2", "method": "ωB97M-V/def2-TZVPD", "fmax_ev_per_a": 10.91, "homo_lumo_gap_ev": 8.946, "relative_energy_kj_mol": 328.1, "smiles": "CSC(=S)NCC#N", "energy_ev": -28892.810, "species": ["C", "S", "C", "S", "N", "C", "C", "N", "H", "H", "H", "H", "H", "H"], "coordinates": [[-2.19, -1.11, -1.19], [-0.80, -0.99, -0.20], [-0.40, 0.86, -0.14], [-1.54, 1.93, -0.91], [0.65, 1.22, 0.68], [1.65, 0.39, 1.33], [2.68, -0.41, 0.58], [3.47, -1.32, 0.17], [-2.01, -0.41, -2.06], [-3.17, -0.68, -0.78], [-2.23, -2.27, -1.75], [0.91, 2.13, 0.30], [1.00, -0.32, 1.72], [1.98, 0.99, 2.26]], "nbo_charge": [-0.85, 0.27, -0.01, -0.17, -0.61, -0.34, 0.24, -0.27, 0.26, 0.25, 0.27, 0.41, 0.26, 0.27]}

[6]
{"formula": "C3H12NOS", "method": "ωB97M-V/def2-TZVPD", "fmax_ev_per_a": 1.23, "homo_lumo_gap_ev": 10.195, "relative_energy_kj_mol": 56.7, "charge": 1, "energy_ev": -17671.865, "species": ["C", "C", "C", "S", "N", "H", "H", "H", "H", "H", "H", "H", "H", "H", "H", "H", "H", "O"], "coordinates": [[1.55, 0.56, 1.10], [0.98, 0.46, -0.30], [-0.09, -0.61, -0.45], [-0.59, -0.74, -2.18], [0.28, 1.78, -0.56], [2.30, -0.18, 1.34], [0.76, 0.61, 1.85], [2.16, 1.46, 1.27], [1.78, 0.38, -1.03], [0.12, -1.54, 0.04], [-0.91, -0.32, 0.20], [-1.88, -0.39, -2.13], [0.92, 2.58, -0.49], [-0.17, 1.70, -1.47], [-0.39, 1.97, 0.18], [-2.07, -3.03, 0.26], [-2.81, -2.16, 1.31], [-1.96, -2.54, 1.08]], "nbo_charge": [-0.65, -0.05, -0.58, -0.01, -0.68, 0.27, 0.23, 0.23, 0.24, 0.28, 0.25, 0.15, 0.44, 0.45, 0.43, 0.48, 0.48, -0.96]}

Question: Which formula does entry 6 have?
Answer: C3H12NOS